#i
10
Properties=species:S:1:pos:R:3 method="wB97M-V/def2-TZVPD" smiles="O=c1[nH]cc[nH]1" multiplicity=1 homo_energy_ev=-9.1
O -0.5999 2.2792 0.2273
C -0.1812 1.1330 0.2124
N 0.9834 0.5673 0.5914
C 0.6916 -1.1547 0.2208
C -0.5042 -1.1621 -0.3974
N -1.0180 0.1396 -0.3547
H 1.6165 1.3060 1.0150
H 1.4867 -1.7447 0.6340
H -1.1835 -1.8866 -0.9068
H -1.2914 0.5230 -1.2420

---

#ii
10
Properties=species:S:1:pos:R:3 method="wB97M-V/def2-TZVPD" smiles=Oc1cnc[nH]1 multiplicity=1 homo_energy_ev=-8.2
O 0.6804 -0.6779 -1.8271
C 0.2628 -0.3656 -0.5928
C 0.3345 -0.9720 0.6315
N 0.0010 0.0191 1.5283
C -0.5278 1.0241 0.9204
N -0.4823 0.9390 -0.4290
H 0.9837 -1.5921 -1.8653
H 0.6071 -1.9527 1.0760
H -0.9537 1.8223 1.5083
H -0.9091 1.7563 -0.9300

---

#iii
10
Properties=species:S:1:pos:R:3 method="wB97M-V/def2-TZVPD" smiles=Nc1ncco1 multiplicity=1 homo_energy_ev=-8.3
N 1.9084 -0.0064 -0.4169
C 0.6023 0.0925 -0.0466
N -0.1187 1.1672 0.0008
C -1.4060 0.6714 0.1725
C -1.3802 -0.6690 0.2751
O -0.0584 -1.0635 0.1554
H 2.4686 0.8255 -0.3379
H 2.3621 -0.8988 -0.3331
H -2.2624 1.3274 0.1273
H -2.1158 -1.4462 0.4034

---

#iv
10
Properties=species:S:1:pos:R:3 method="wB97M-V/def2-TZVPD" smiles="[H]/N=C/OCC#N" multiplicity=1 homo_energy_ev=-11.0
N 1.7418 0.1876 -0.6171
C 1.2773 -0.4825 0.3456
O 0.0006 -0.3897 0.7686
C -0.8387 0.5031 0.0452
C -2.1545 -0.1268 -0.1243
N -3.1952 -0.6038 -0.2817
H 2.7173 -0.0428 -0.7812
H 1.8004 -1.2121 0.9681
H -0.4037 0.7314 -0.9315
H -0.9453 1.4356 0.6082

---

Which structure is the most stable? The one labeled #iii.

---

#i
21
Properties=species:S:1:pos:R:3 method="wB97M-V/def2-TZVPD" smiles=NCCNCC[NH3+] multiplicity=1 homo_energy_ev=-12.5 total_charge=+1
N -0.7419 0.0731 2.2908
C -0.1716 -1.2928 1.8297
C 0.9914 -0.8417 0.8998
N 0.6490 0.3275 0.0851
C -0.4537 0.0452 -0.8551
C -0.3790 1.0437 -1.9981
N 0.5546 0.7815 -3.0930
H 0.0255 0.6259 2.6845
H -0.9429 0.5291 1.3964
H -1.5927 0.1694 2.8479
H 0.1239 -1.7862 2.7336
H -0.9912 -1.7741 1.2662
H 1.7875 -0.4827 1.5701
H 1.3580 -1.7150 0.2972
H 1.3964 0.8261 -0.3727
H -1.3960 0.3012 -0.3384
H -0.6447 -1.0076 -1.0974
H -1.4036 1.2362 -2.3434
H -0.2111 2.0362 -1.5544
H 0.5416 -0.2223 -3.2114
H 1.5004 1.1274 -3.0374

---

#ii
21
Properties=species:S:1:pos:R:3 method="wB97M-V/def2-TZVPD" multiplicity=1 homo_energy_ev=-15.0 total_charge=+1
C 1.4186 -2.2938 0.4796
C 0.6116 -2.2816 -0.8558
H 0.7063 -2.6376 1.2282
H 2.2042 -3.0338 0.5187
H 1.9645 -1.4185 0.8581
H 0.1716 -1.2793 -0.8668
H -0.2173 -2.9442 -0.6414
H 1.3049 -2.5321 -1.6453
C 0.9200 1.5963 -0.7612
C -1.1764 1.3500 0.4416
N -1.8426 0.4945 1.2466
N 0.1426 1.2333 0.4173
N -1.8566 2.2723 -0.1954
H -1.2725 0.2242 2.0362
H -2.8432 0.4079 1.2072
H 0.5506 0.4002 0.8071
H -1.5288 2.9112 -0.8923
H -2.8440 2.3904 -0.0417
H 1.8366 1.0136 -0.7959
H 1.2967 2.6212 -0.8007
H 0.4534 1.5056 -1.7443

---

Which structure is the most stable? The one labeled #ii.

---

#i
21
Properties=species:S:1:pos:R:3 method="wB97M-V/def2-TZVPD" multiplicity=1 homo_energy_ev=-14.3 total_charge=+1
C 0.7352 2.0332 -1.7825
C -0.8394 2.2685 -1.7921
H 1.2743 2.8732 -2.1241
H 1.0884 1.8147 -0.7469
H 1.0331 1.2993 -2.5392
H -1.0301 2.0910 -2.8382
H -1.2249 3.2544 -1.3713
H -1.4549 1.6995 -1.2016
C 1.3765 -2.4725 0.9499
C -0.3947 -0.8534 1.0542
N -0.0238 -2.1278 0.7882
N 0.1278 -0.2544 2.0961
N -1.4735 -0.4046 0.3684
H -0.7628 -2.7299 0.4903
H 0.6504 -0.6329 2.8879
H -0.2131 0.7153 2.2838
H -1.8786 -0.9625 -0.4275
H -2.2749 -0.0149 0.8117
H 1.4249 -2.9974 1.8857
H 2.1330 -1.5820 1.1092
H 1.7271 -3.0169 0.0977

---

#ii
21
Properties=species:S:1:pos:R:3 method="wB97M-V/def2-TZVPD" multiplicity=1 homo_energy_ev=-14.9 total_charge=+1
C -0.8723 1.4178 -2.0152
C -1.3776 0.4788 0.2003
N -1.2227 0.3398 -1.1013
N -1.2674 1.6798 0.7533
N -1.7012 -0.5793 0.9772
H -1.3037 -0.5640 -1.5356
H -0.8852 2.4450 0.2182
H -1.4449 1.8650 1.7263
H -1.2169 -0.7806 1.8398
H -2.0558 -1.3845 0.4861
H -0.7871 0.9914 -2.9969
H 0.0973 1.8465 -1.7667
H -1.6113 2.2207 -2.0095
C 2.0777 -1.2942 -0.0960
C 1.8386 -1.2194 1.4353
H 2.4153 -2.2916 -0.3818
H 1.1481 -1.1839 -0.6756
H 2.7516 -0.4958 -0.3922
H 1.2070 -0.3568 1.6248
H 2.8096 -1.0078 1.8659
H 1.4011 -2.1271 1.8436

---

Which structure is the most stable? The one labeled #ii.

---

#i
21
Properties=species:S:1:pos:R:3 method="wB97M-V/def2-TZVPD" multiplicity=1 homo_energy_ev=-14.6 total_charge=+1
C 1.8843 -0.4784 1.9690
C 2.0464 0.7802 1.1098
H 1.9163 -1.4109 1.4018
H 2.7951 -0.6286 2.5418
H 1.0759 -0.4326 2.6863
H 3.1207 0.8204 0.9555
H 1.6548 0.7696 0.0911
H 1.7335 1.6898 1.6051
C -0.7153 0.0128 -2.6764
C -1.5371 -0.0859 -0.3505
N -1.6048 -0.4391 -1.6226
N -1.8747 -0.9801 0.6143
N -0.9841 1.0464 0.0546
H -2.2070 -1.2096 -1.8632
H -2.3569 -1.8252 0.3130
H -2.4195 -0.6893 1.4219
H -0.3088 1.5913 -0.4571
H -0.8109 1.1171 1.0468
H -1.2399 -0.2201 -3.5925
H 0.2647 -0.4781 -2.6969
H -0.4327 1.0502 -2.5519

---

#ii
21
Properties=species:S:1:pos:R:3 method="wB97M-V/def2-TZVPD" multiplicity=1 homo_energy_ev=-14.8 total_charge=+1
C 0.3602 1.7889 -2.1315
C -0.7890 0.6374 -0.2700
N -0.3133 0.6395 -1.5078
N -0.4456 1.5712 0.5940
N -1.4947 -0.4545 0.1711
H -0.7587 -0.0128 -2.1453
H 0.2011 2.2852 0.3175
H -0.8963 1.6385 1.4931
H -1.0879 -1.0499 0.8654
H -2.3850 -0.5834 -0.2739
H 0.3756 1.6568 -3.2050
H 1.2871 1.9297 -1.5789
H -0.2045 2.7244 -2.0172
C 1.2391 -2.5153 0.8802
C 1.2103 -1.3795 1.9572
H 2.2564 -2.8873 0.7327
H 0.5286 -3.2972 1.1088
H 1.1274 -2.0338 -0.0903
H 1.0439 -0.4363 1.4495
H 2.1532 -1.3620 2.4997
H 0.4657 -1.5513 2.7330

---

#iii
21
Properties=species:S:1:pos:R:3 method="wB97M-V/def2-TZVPD" smiles=NCC[C@H]([NH3+])CN multiplicity=1 homo_energy_ev=-13.5 total_charge=+1
N -0.7471 0.6996 0.9402
C 0.3394 0.0408 0.1334
C -0.0580 0.0794 -1.3381
C -1.4342 -0.5577 -1.5872
N -1.5819 -1.7489 -0.7534
C 1.6801 0.7045 0.4862
N 1.9125 0.7764 1.9130
H -0.3274 1.1199 1.7756
H -1.5834 0.1667 1.1249
H -1.0042 1.5305 0.3867
H 0.3569 -1.0007 0.4590
H -0.0388 1.1422 -1.6139
H 0.7542 -0.3564 -1.9293
H -2.1590 0.2292 -1.3948
H -1.5613 -0.8652 -2.6243
H -2.4318 -2.2501 -0.9767
H -0.8031 -2.3663 -0.9675
H 1.5302 1.7451 0.1582
H 2.5137 0.2486 -0.0478
H 1.7126 -0.0483 2.4506
H 1.8849 1.6584 2.3843

---

Which structure is the most stable? The one labeled #i.

---

#i
21
Properties=species:S:1:pos:R:3 method="wB97M-V/def2-TZVPD" multiplicity=1 homo_energy_ev=-14.5 total_charge=+1
C 2.1626 2.1302 0.0198
C 2.5548 0.8822 -0.7522
H 1.2992 2.0763 0.6836
H 2.9611 2.5722 0.6247
H 1.9179 2.9498 -0.6684
H 3.1411 1.1027 -1.6402
H 1.6757 0.2725 -0.9541
H 3.2054 0.2470 -0.1532
C -0.8195 -2.0766 -1.1537
C -1.1040 -0.3020 0.5282
N -0.6464 -1.4846 0.1691
N -1.8820 0.3944 -0.3089
N -0.6421 0.3066 1.6316
H -0.1524 -2.0321 0.8546
H -2.4148 -0.1201 -1.0029
H -2.2587 1.2624 0.0412
H 0.1607 -0.0554 2.1176
H -1.2458 0.9953 2.0508
H -1.8580 -2.0522 -1.4679
H -0.6353 -3.1475 -1.0725
H -0.2053 -1.5836 -1.8976

---

#ii
21
Properties=species:S:1:pos:R:3 method="wB97M-V/def2-TZVPD" smiles=NC[C@H](N)CC[NH3+] multiplicity=1 homo_energy_ev=-12.9 total_charge=+1
N 0.9881 -0.4252 -0.9360
C 0.2988 -0.1045 0.3012
C -0.6174 1.0560 0.0144
C -1.7320 0.7247 -0.9887
N -1.7410 -0.7339 -1.3430
C 1.2610 0.1888 1.4786
N 2.2789 -0.8249 1.5424
H 1.8351 -0.9540 -0.7258
H -0.9447 -0.9818 -1.9384
H 1.2435 0.4127 -1.4397
H -0.3072 -0.9706 0.6140
H -0.0815 1.9155 -0.4031
H -0.9914 1.4758 0.9558
H -1.5315 1.2591 -1.9083
H -2.7466 0.9806 -0.7089
H -2.6098 -1.0032 -1.8152
H -1.7298 -1.3106 -0.4979
H 1.6237 1.2149 1.3648
H 0.6137 0.2517 2.3577
H 1.8772 -1.6742 1.9190
H 3.0129 -0.4971 2.1572

---

Which structure is the most stable? The one labeled #i.

---

#i
25
Properties=species:S:1:pos:R:3 method="wB97M-V/def2-TZVPD" smiles="C/N=C(C)/C(=C/O)C[N+](N)=C=N" multiplicity=1 homo_energy_ev=-12.7 total_charge=+1
C -1.1266 0.0763 0.1740
C -0.2648 -1.0512 -0.0015
C 1.5453 1.0309 -0.1811
C -2.4252 0.1599 -0.2752
C -0.6111 1.2879 1.0101
C -0.9208 -2.4037 -0.2323
C 1.8706 -2.0260 0.1858
N 2.5898 1.1177 -0.8100
N 0.9747 -0.9392 0.1125
N 0.5480 1.7918 0.3347
N 0.3826 3.0500 -0.3088
O -3.2992 1.1029 -0.0710
H -2.7966 -0.5705 -0.9497
H -1.2673 2.1694 0.8342
H -0.3524 0.9436 1.9528
H -0.1542 -3.1269 -0.7754
H -1.8700 -2.3588 -0.7753
H -1.0681 -2.8900 0.7084
H 1.9789 -2.4137 -0.7736
H 2.9226 -1.8049 0.5023
H 1.4760 -2.8718 0.7521
H 3.3217 0.7343 -1.3337
H -2.8676 1.8558 0.4129
H 1.2001 3.3299 -0.8643
H 0.2136 3.8064 0.3721

---

#ii
25
Properties=species:S:1:pos:R:3 method="wB97M-V/def2-TZVPD" multiplicity=1 homo_energy_ev="-9.6 / -10.3" total_charge=+1
C 0.6651 0.2857 -0.8172
C 0.5245 2.3382 0.2402
C -0.2246 -0.8716 -0.3222
C -2.6422 -0.0271 -0.7298
C -1.9630 0.3499 1.1618
C -1.6427 -0.7940 0.1618
C 1.8217 0.5238 0.1949
N 0.0440 1.5916 -0.7783
N 1.5336 1.7065 0.8211
N 0.4177 -2.0145 -0.0703
N 2.4935 -0.5288 0.7931
O -2.5987 1.1111 0.1381
H 1.0381 0.0478 -1.8266
H 0.1617 3.3091 0.5031
H -2.3464 0.1984 -1.7544
H -3.6357 -0.4830 -0.7256
H -2.6678 0.0560 1.9437
H -1.1205 0.8768 1.6134
H -1.9679 -1.7827 0.4791
H -0.8649 1.7760 -1.1716
H 2.1090 2.1012 1.5508
H 0.0485 -2.6965 0.5751
H 1.3367 -2.1779 -0.4485
H 3.2639 -0.8999 0.2468
H 2.7720 -0.3846 1.7573

---

Which structure is the most stable? The one labeled #ii.

---

#i
16
Properties=species:S:1:pos:R:3 method="wB97M-V/def2-TZVPD" smiles=CSSCC[NH3+] multiplicity=1 homo_energy_ev=-12.1 total_charge=+1
N -1.6102 -1.4686 -0.9475
C -1.7205 -1.2910 0.6211
C -1.4299 0.1892 1.1061
S -0.1042 1.1867 0.2892
S 1.1446 -0.1276 -0.5750
C 2.7112 0.7308 -0.1334
H -0.6794 -0.9669 -1.1250
H -1.4005 -2.4394 -1.1564
H -2.4280 -1.0846 -1.3806
H -2.7590 -1.4313 0.8962
H -0.9658 -2.0591 1.1254
H -1.1104 0.1374 2.1818
H -2.3572 0.6755 1.1271
H 2.6805 1.4130 0.7417
H 3.4195 -0.0005 0.2265
H 2.8609 1.3163 -0.9934

---

#ii
16
Properties=species:S:1:pos:R:3 method="wB97M-V/def2-TZVPD" smiles=CSS[C@@H](C)[NH3+] multiplicity=1 homo_energy_ev=-13.4 total_charge=+1
C 1.2731 -0.6937 0.3530
C -2.4160 -1.1635 0.4281
C 0.9199 0.8128 0.3183
N 1.2143 1.3957 -1.0920
S -1.8890 0.2377 -0.6942
S -0.8165 1.3702 0.6089
H 2.1492 -0.9777 0.8564
H 1.4608 -1.0146 -0.7594
H 0.4227 -1.2873 0.8613
H -3.4899 -1.3448 0.4317
H -2.1461 -1.0171 1.4216
H -1.8348 -1.9818 0.1511
H 1.3913 1.2741 1.1701
H 2.2063 1.1159 -1.3450
H 0.9988 2.3719 -0.9960
H 0.5559 0.9021 -1.7140

---

Which structure is the most stable? The one labeled #ii.

---

#i
14
Properties=species:S:1:pos:R:3 method="wB97M-V/def2-TZVPD" multiplicity=1 homo_energy_ev=-14.5 total_charge=+1
C 2.8201 -0.0365 -0.6017
C 1.8090 0.0385 0.0999
C -1.0438 -1.2780 -0.2991
C -1.4892 0.1814 -0.5457
C 0.5093 -0.0980 0.7415
N 0.0112 -1.3728 0.4257
N -0.5514 0.9075 0.2925
H 3.7947 -0.1511 -0.7491
H -1.7594 -1.9807 -0.5990
H -1.3126 0.3364 -1.6693
H -2.5906 0.3613 -0.4617
H 0.8869 0.2041 2.2735
H -0.0720 1.6313 -0.0881
H -1.0121 1.2565 1.1806

---

#ii
14
Properties=species:S:1:pos:R:3 method="wB97M-V/def2-TZVPD" smiles="C=NC(=C)[N+]#CC" multiplicity=1 homo_energy_ev=-14.0 total_charge=+1
C -0.8777 1.7939 -0.0281
C -2.7865 -1.2928 -0.0300
C 0.7309 -0.3708 -0.2087
C -1.6393 -0.3821 -0.0885
C 2.1450 -0.3492 -0.2677
N -0.3498 -0.8501 -0.1735
N -1.8056 0.9633 -0.0268
H -1.0830 2.8473 0.0304
H -3.7640 -0.8613 0.0155
H -2.6218 -2.3523 -0.0735
H 0.1920 1.4666 -0.0817
H 2.5172 0.5084 -0.8335
H 2.5034 -1.2651 -0.7481
H 2.5590 -0.2997 0.7444

---

#iii
14
Properties=species:S:1:pos:R:3 method="wB97M-V/def2-TZVPD" multiplicity=1 homo_energy_ev=-15.2 total_charge=+1
C 2.2299 -0.8691 1.9063
C 1.4318 -0.3892 0.9838
C 0.3466 0.3377 -0.6022
C -0.4651 0.5247 -1.7700
C -1.2782 -0.4200 1.3499
N -0.0398 -0.1365 0.6467
N 1.6540 0.1323 -0.3951
H -1.0519 1.4930 -1.6947
H -1.0875 -0.3095 -1.7146
H 0.3003 0.6739 -2.6065
H -1.1413 -1.2367 2.0552
H -1.5198 0.5019 1.8684
H -1.9366 -0.8392 0.6500
H 2.5577 0.5365 -0.6772

---

Which structure is the most stable? The one labeled #ii.